A 4-piece molecular cluster, C42H84F4N2O3PS2 overall. Source: the Open Molecules 2025 dataset; level of theory: ωB97M-V/def2-TZVPD.

Structure (XYZ):
```
138
Properties=species:S:1:pos:R:3:forces:R:3:mulliken_charge:R:1
C -7.47793 1.42117 -0.02570 0.2 -0.2 -0.1 -1.158
C -6.59301 2.64325 -0.23319 0.0 -0.4 0.2 -0.921
C -5.11251 2.25793 -0.35066 -0.5 0.6 -0.4 0.868
N -4.41410 2.59234 0.90411 0.3 -0.4 0.6 0.597
C -3.11361 2.22880 1.12995 0.1 0.0 -0.8 -2.028
N -2.73602 1.19377 1.84116 -0.5 0.0 0.5 0.708
P -4.01622 0.13856 2.51579 0.3 -0.9 0.8 0.351
S -3.58205 -1.35398 3.63064 0.0 0.2 -0.2 -0.278
C -1.21865 1.05411 1.97947 -0.5 -0.1 -0.4 1.635
C -0.83038 -0.44019 1.88950 -0.1 0.0 -0.6 -1.829
C -1.44957 -1.38271 0.86248 0.0 -0.4 0.2 -1.348
C -0.82156 1.46137 3.45347 -0.2 -0.1 0.0 0.615
F -0.52429 2.76151 3.60756 0.2 0.2 -0.1 -0.290
F -1.91506 1.23246 4.23541 -0.2 0.1 0.1 -0.345
C 0.30778 0.67583 4.17029 -0.3 0.0 0.2 0.094
F 1.43471 0.65991 3.43738 0.3 0.1 -0.2 -0.170
F 0.55437 1.33691 5.31201 0.1 0.1 0.2 -0.320
C -0.79609 2.01783 0.80075 1.6 1.1 0.3 0.775
C 0.53689 2.82600 0.95756 0.0 -0.4 0.0 -1.799
C 1.85939 2.04353 0.87350 0.0 0.3 -0.4 -0.928
C 2.93414 2.68742 1.73911 -0.6 -0.3 0.5 -1.279
S 4.45919 1.74252 1.81046 0.7 0.1 -0.4 -0.142
C -0.54811 1.25448 -0.53776 -1.3 0.3 -0.5 -1.728
C -1.74316 0.94645 -1.44826 1.9 -1.5 1.4 -0.483
C -1.75124 -0.52103 -2.11493 -1.7 2.7 -1.5 -1.258
O -2.73465 0.16521 -1.03971 -1.2 0.4 -0.8 -0.240
C -1.94888 3.08172 0.72962 -0.4 -0.5 -0.1 2.726
C -2.03877 3.87242 -0.57217 0.3 0.0 -0.1 -2.158
C -2.05758 4.13938 1.89758 -0.6 0.0 0.0 -1.225
C -3.13331 5.22153 1.67988 0.2 0.4 0.4 -0.850
C -2.56863 6.61465 1.34604 0.3 0.0 -0.1 -0.912
C -3.30613 7.25560 0.20522 0.0 0.3 0.2 0.459
O -4.49651 7.29070 0.14628 -0.8 -0.3 -0.2 -0.547
O -2.52399 7.82829 -0.72980 0.8 -0.2 -0.2 -0.362
C -2.55451 7.23061 -2.04777 -0.4 0.5 0.1 0.103
C -2.57368 8.32565 -3.07844 0.1 -0.2 0.0 -1.429
H -8.53142 1.66296 -0.10154 -0.2 0.1 0.1 0.470
H -7.26453 0.66226 -0.77367 0.0 -0.1 -0.2 0.286
H -7.28981 0.95867 0.94235 -0.1 0.0 0.2 0.236
H -6.72509 3.30325 0.62052 0.0 0.4 -0.1 0.317
H -6.90949 3.16367 -1.12902 0.0 0.2 -0.1 0.378
H -4.66522 2.79218 -1.18192 0.2 0.1 0.0 0.187
H -5.04799 1.20395 -0.58456 0.3 -0.4 0.1 -0.634
H -5.00593 2.54830 1.72308 -0.2 -0.4 -0.1 0.580
H -4.71201 -0.20811 1.35944 0.0 0.3 -0.3 -0.002
H -4.80903 1.09012 3.16161 0.0 0.2 -0.1 0.087
H -1.08033 -0.88292 2.84285 0.1 0.0 0.2 0.763
H 0.24547 -0.46645 1.75151 0.2 0.0 0.2 0.263
H -2.51314 -1.26029 0.70485 -0.1 0.1 0.0 -0.116
H -1.32231 -2.38907 1.25188 0.0 -0.1 0.1 0.494
H -0.96927 -1.37931 -0.10631 0.0 0.1 -0.1 0.537
H 0.00924 -0.33241 4.43204 0.0 -0.2 -0.1 0.378
H 0.53757 3.50201 0.10512 -0.1 0.3 0.0 0.911
H 0.54559 3.45844 1.83186 -0.1 0.0 0.3 0.685
H 1.74837 0.98891 1.09215 0.0 -0.1 0.3 0.180
H 2.21896 2.09628 -0.15205 0.0 -0.2 -0.2 0.820
H 3.14622 3.68542 1.36900 0.3 0.1 -0.1 0.521
H 2.55927 2.81877 2.74886 0.0 0.0 0.2 0.419
H 4.24363 1.01650 2.90640 -0.3 0.0 0.2 0.124
H -0.04222 0.31699 -0.38335 0.3 0.0 0.3 0.897
H 0.09360 1.86041 -1.17284 0.2 0.1 0.1 1.022
H -2.05568 1.72271 -2.14242 0.3 0.1 -0.2 0.609
H -2.00618 -0.01684 -3.08694 -0.6 -0.4 0.0 0.409
H -2.42215 -1.34687 -2.33972 1.2 -1.3 0.9 0.124
H -1.71912 4.89422 -0.40546 0.0 0.2 0.1 0.220
H -1.35620 3.50173 -1.32233 0.0 -0.2 -0.3 0.736
H -3.04112 3.91057 -0.97828 -0.1 0.0 -0.1 -0.200
H -2.32857 3.62995 2.80993 0.1 -0.1 0.3 0.604
H -1.10778 4.62219 2.08190 0.3 -0.1 -0.1 0.455
H -3.66229 5.32805 2.62111 -0.2 -0.1 0.1 0.615
H -3.88414 4.94662 0.95299 -0.1 -0.1 -0.1 0.291
H -1.51330 6.58450 1.09480 0.2 -0.1 0.0 0.455
H -2.66373 7.27254 2.20532 0.0 0.1 0.1 0.399
H -1.66513 6.61461 -2.16060 0.1 -0.2 0.1 0.211
H -3.45278 6.62156 -2.11889 -0.1 -0.2 -0.1 0.283
H -3.47380 8.91864 -2.97823 -0.1 0.2 0.0 0.359
H -2.54038 7.88402 -4.07083 0.0 0.0 -0.2 0.396
H -1.69307 8.94720 -2.96102 0.1 0.2 0.0 0.335
C -5.02331 -2.35318 -0.90422 -0.1 0.0 0.0 0.117
C -6.42649 -2.83993 -1.25531 0.0 0.0 0.1 -0.550
C -6.56709 -4.35958 -1.20762 0.0 0.0 0.0 -1.035
C -5.67691 -5.11457 -2.19611 0.0 0.0 0.0 -0.727
C -5.87354 -4.72829 -3.66139 -0.1 -0.1 0.0 -0.325
C -7.28071 -5.00717 -4.18205 0.1 0.1 0.0 -1.243
H -4.27895 -2.72606 -1.60986 0.0 0.0 0.0 0.048
H -4.97289 -1.26326 -0.92449 0.0 0.1 0.0 -0.356
H -4.73397 -2.68819 0.09695 0.0 0.0 0.0 0.288
H -6.70654 -2.46494 -2.24365 0.0 0.0 0.0 0.346
H -7.14083 -2.40432 -0.55074 0.0 0.0 0.0 0.360
H -7.61322 -4.62125 -1.38061 0.0 0.0 0.0 0.376
H -6.33643 -4.70615 -0.19566 0.0 0.0 0.0 0.381
H -5.86785 -6.18480 -2.08185 0.0 0.0 0.0 0.451
H -4.62600 -4.97016 -1.92794 0.0 0.0 0.0 0.279
H -5.15551 -5.28946 -4.26342 0.0 0.0 0.0 0.382
H -5.63110 -3.67116 -3.81036 0.0 0.0 0.0 0.217
H -7.52799 -6.06516 -4.08233 0.0 0.0 0.0 0.305
H -7.36348 -4.74450 -5.23672 0.0 0.0 0.0 0.383
H -8.03511 -4.43217 -3.64294 0.0 0.0 0.0 0.290
C 4.88874 -0.52106 -1.71612 0.0 -0.1 -0.1 -1.089
C 6.03910 -1.52236 -1.72758 -0.1 0.0 0.1 -0.557
C 7.06455 -1.26596 -0.62530 0.1 -0.1 0.0 0.089
C 7.78353 0.08080 -0.70863 -0.1 0.0 0.0 -0.740
C 8.53019 0.32795 -2.01824 0.1 0.0 0.0 -0.572
C 9.64846 -0.67697 -2.28064 -0.1 0.1 -0.1 -1.196
H 5.23847 0.49771 -1.89068 0.0 0.0 0.0 0.248
H 4.15877 -0.75620 -2.49335 0.0 0.0 0.0 0.469
H 4.37586 -0.54134 -0.75137 0.0 0.1 0.0 0.160
H 6.52422 -1.51784 -2.70697 0.0 0.0 0.0 0.364
H 5.63354 -2.52915 -1.59462 0.0 0.0 0.0 0.255
H 7.79977 -2.07557 -0.63480 0.0 0.0 0.0 0.212
H 6.56097 -1.33139 0.34554 0.0 0.0 0.0 0.161
H 8.49265 0.14566 0.12219 0.0 0.0 0.0 0.450
H 7.06381 0.88933 -0.54995 0.0 0.0 0.0 0.140
H 8.95791 1.33296 -1.98605 0.0 0.0 0.0 0.417
H 7.82997 0.32425 -2.85840 0.0 0.0 0.0 0.233
H 10.38231 -0.66058 -1.47268 0.0 0.0 0.0 0.295
H 10.17051 -0.44370 -3.20897 0.0 0.0 0.0 0.390
H 9.26600 -1.69483 -2.36883 0.0 0.0 0.0 0.268
C 4.79727 -4.31437 1.77563 0.0 -0.1 0.1 -0.979
C 6.02506 -4.87452 2.49012 0.0 0.1 0.0 -0.476
C 7.31255 -4.72834 1.68186 0.0 0.0 0.0 -0.531
C 7.32371 -5.46969 0.34443 0.0 0.0 0.0 -0.261
C 7.08152 -6.97481 0.44213 0.1 0.0 0.0 -0.585
C 8.14500 -7.71143 1.25165 -0.1 0.0 0.0 -1.237
H 4.59821 -4.84084 0.84106 0.0 0.0 0.0 0.273
H 3.90718 -4.40920 2.40016 0.0 0.0 0.0 0.385
H 4.93366 -3.25469 1.54414 0.0 0.0 0.0 0.120
H 5.85446 -5.92371 2.74451 0.0 0.0 0.0 0.274
H 6.15168 -4.34878 3.43991 0.0 0.0 0.0 0.371
H 8.15506 -5.06197 2.29294 0.0 0.0 0.0 0.369
H 7.48638 -3.66472 1.48830 0.0 0.0 0.0 0.196
H 8.29039 -5.29597 -0.13827 0.0 0.0 0.0 0.416
H 6.57458 -5.03174 -0.32235 0.0 0.0 0.0 0.055
H 7.05916 -7.38628 -0.56990 0.0 0.0 0.0 0.393
H 6.09429 -7.17096 0.86990 0.0 0.0 0.0 0.259
H 9.13541 -7.56299 0.81739 0.0 0.0 0.0 0.293
H 7.94654 -8.78338 1.26885 0.0 0.0 0.0 0.389
H 8.17547 -7.36900 2.28685 0.0 0.0 0.0 0.288
```
Positions in Å, forces in eV/Å.

The calculation puts the HOMO energy at -11.12 eV. For the max |F|, the calculation gives 3.54 eV/A. Its multiplicity is 1. For the total energy, the calculation gives -95858.0354 eV. The charge is +1. The value obtained for the HOMO-LUMO gap is 7.55 eV. The calculation puts the LUMO energy at -3.6 eV.